[1]
Density functional theory data (ωB97M-V with the def2-TZVPD basis set) for a structure of composition C34H46BrMnN4O3SSbSi3.

Structure (ORCA input):
```
! RIJCOSX wB97M-V def2-TZVPD def2/J DEFGRID3
* xyz 1 5
Mn -0.47 0.20 1.51
C -0.74 -2.97 -2.39
Sb -0.52 -0.86 -1.97
C -1.42 -0.97 0.04
C -1.19 -2.18 0.88
C -1.52 -3.52 0.67
C -1.26 -4.42 1.67
C -0.68 -4.01 2.87
C -0.38 -2.67 3.01
N -0.64 -1.79 2.04
Si -3.29 -0.54 -0.02
C -3.90 -0.55 1.75
C -4.14 -1.91 -0.96
C -3.65 1.05 -0.90
C 1.70 -0.78 -1.74
C 2.15 0.28 -0.76
C 3.35 0.97 -1.00
C 3.78 1.98 -0.18
C 3.02 2.31 0.93
C 1.89 1.57 1.15
N 1.46 0.56 0.36
Si 2.63 -2.38 -1.23
C 2.65 -3.67 -2.57
C 1.91 -3.05 0.36
C 4.41 -2.03 -0.78
Si 2.14 -0.24 -3.55
C 1.13 -1.25 -4.77
C 1.73 1.56 -3.77
C 3.92 -0.49 -4.08
H -1.81 -3.21 -2.32
H -0.17 -3.64 -1.75
H -0.44 -3.11 -3.42
H -1.97 -3.83 -0.26
H -1.51 -5.47 1.53
H -0.47 -4.70 3.68
H 0.05 -2.28 3.92
H -4.18 -1.56 2.06
H -4.77 0.11 1.86
H -3.15 -0.18 2.45
H -3.90 -2.91 -0.60
H -3.91 -1.85 -2.03
H -5.22 -1.77 -0.85
H -3.69 1.89 -0.20
H -4.63 0.96 -1.37
H -2.92 1.26 -1.68
H 3.93 0.70 -1.87
H 4.70 2.51 -0.40
H 3.28 3.12 1.60
H 1.27 1.84 2.00
H 1.66 -3.95 -2.94
H 3.12 -4.58 -2.17
H 3.24 -3.35 -3.43
H 1.18 -3.84 0.19
H 1.44 -2.25 0.93
H 2.72 -3.47 0.97
H 5.01 -1.62 -1.59
H 4.86 -3.00 -0.50
H 4.50 -1.37 0.08
H 0.06 -1.03 -4.74
H 1.27 -2.33 -4.64
H 1.49 -0.99 -5.77
H 0.95 1.89 -3.07
H 1.36 1.74 -4.78
H 2.61 2.19 -3.62
H 4.37 -1.42 -3.74
H 4.57 0.34 -3.77
H 3.93 -0.51 -5.17
Br 2.39 -0.45 3.59
C 0.89 0.27 4.49
C 0.98 0.42 5.86
C -0.13 0.93 6.53
C -1.27 1.23 5.80
C -1.25 1.05 4.44
N -0.18 0.59 3.77
H 1.88 0.15 6.38
H -0.10 1.06 7.60
H -2.16 1.62 6.28
H -2.14 1.27 3.86
O -0.99 3.67 2.93
S -1.92 3.21 1.93
O -3.19 2.71 2.39
N -1.20 2.08 0.96
C -1.00 2.56 -0.32
O -0.45 1.96 -1.22
C -1.58 3.93 -0.49
C -1.62 4.68 -1.65
C -2.24 5.92 -1.59
C -2.80 6.39 -0.40
C -2.75 5.64 0.76
C -2.13 4.41 0.68
H -1.19 4.29 -2.56
H -2.30 6.53 -2.48
H -3.27 7.36 -0.38
H -3.18 6.00 1.69
*
```

**Lowest unoccupied orbital energy (alpha / beta)**: -0.143 / -0.097 Ha
**E**: -6999.8248 Eh
**Strongest force on any atom**: 0.01304 Eh/bohr
**HOMO (alpha / beta)**: -10.50 / -10.51 eV
**Orbital gap (alpha / beta)**: 6.6105 / 7.8652 eV


[2]
Density functional theory data (ωB97M-V with the def2-TZVPD basis set) for a structure of composition C34H46Cl4O3P4W in a non-equilibrium geometry.

Structure (ORCA input):
```
! RIJCOSX wB97M-V def2-TZVPD def2/J DEFGRID3
* xyz 2 3
P -1.41 -0.84 -5.87
C -3.17 -0.96 -6.31
C -3.66 -0.17 -7.36
H -3.04 0.61 -7.80
C -4.94 -0.39 -7.87
H -5.29 0.21 -8.71
C -5.77 -1.37 -7.32
H -6.77 -1.54 -7.72
C -5.29 -2.14 -6.24
H -5.93 -2.90 -5.81
C -4.00 -1.93 -5.73
H -3.64 -2.54 -4.91
C -0.79 0.65 -6.68
C -1.13 1.90 -6.11
H -1.66 1.93 -5.15
C -0.80 3.08 -6.77
H -1.07 4.04 -6.32
C -0.13 3.03 -7.99
H 0.14 3.96 -8.50
C 0.21 1.80 -8.57
H 0.73 1.76 -9.53
C -0.12 0.61 -7.91
H 0.14 -0.36 -8.36
C -0.68 -2.25 -6.71
C -1.33 -2.86 -7.80
H -2.35 -2.58 -8.05
C -0.65 -3.81 -8.57
H -1.15 -4.23 -9.45
C 0.65 -4.19 -8.23
H 1.18 -4.92 -8.85
C 1.25 -3.67 -7.08
H 2.26 -3.98 -6.80
C 0.58 -2.72 -6.30
H 1.03 -2.34 -5.38
W -0.51 -0.22 -1.11
C 1.28 0.82 -1.13
C 1.79 1.10 -2.36
H 1.80 1.12 -0.22
C 0.99 0.62 -3.58
O 1.93 -0.11 -4.43
H 1.53 -0.18 -5.32
C -0.25 -0.21 -3.26
H 0.62 1.52 -4.11
C -1.08 -0.85 -4.17
Cl -2.50 -1.40 -0.96
P 0.82 -1.84 0.02
P -1.30 1.77 -0.08
C 0.02 -2.51 1.48
H -1.04 -2.69 1.28
H 0.15 -1.79 2.33
H 0.55 -3.45 1.71
C 1.00 -3.16 -1.20
H 1.52 -2.79 -2.09
H 0.01 -3.54 -1.50
H 1.59 -3.96 -0.73
C 2.51 -1.46 0.55
H 2.48 -0.66 1.32
H 3.12 -1.14 -0.30
H 2.93 -2.38 0.99
C -1.72 1.47 1.65
H -0.80 1.29 2.23
H -2.37 0.58 1.72
H -2.25 2.36 2.02
C -0.26 3.25 -0.02
H 0.19 3.44 -1.00
H 0.54 3.10 0.72
H -0.88 4.11 0.27
C -2.81 2.26 -0.92
H -3.54 1.44 -0.89
H -2.60 2.50 -1.97
H -3.21 3.15 -0.41
P 3.46 1.84 -2.28
C 3.86 2.43 -0.62
C 3.56 3.25 -3.36
H 3.94 1.62 0.11
H 3.12 3.15 -0.24
H 4.83 2.94 -0.67
H 3.10 2.98 -4.33
H 4.62 3.49 -3.50
H 3.03 4.10 -2.92
C 4.70 0.62 -2.68
H 4.97 0.05 -1.78
H 5.58 1.16 -3.06
H 4.29 -0.05 -3.45
H -1.81 -1.53 -3.67
Cl 2.15 -0.20 6.15
C 1.76 1.06 4.96
Cl 0.32 2.00 5.48
Cl 3.15 2.14 4.75
C 1.34 0.38 3.54
O 0.75 -0.72 3.68
O 1.62 1.04 2.51
*
```

**Lowest unoccupied orbital energy (alpha / beta)**: -0.246 / -0.255 Ha
**E**: -4821.6258 Eh
**Strongest force on any atom**: 0.07086 Eh/bohr
**HOMO (alpha / beta)**: -12.47 / -12.47 eV
**Orbital gap (alpha / beta)**: 5.7642 / 5.5362 eV


[3]
Density functional theory data (ωB97M-V with the def2-TZVPD basis set) for a structure of composition C34H46Li2O18S in a non-equilibrium geometry.

Structure (ORCA input):
```
! RIJCOSX wB97M-V def2-TZVPD def2/J DEFGRID3
* xyz 0 1
Li -3.85 -1.45 -1.50
Li 1.22 -1.88 0.72
S -0.90 -0.54 -0.80
O 0.21 -0.89 -1.66
O -0.71 -1.33 0.41
O -1.03 0.86 -0.31
O -2.13 -0.97 -1.31
C -4.16 2.00 0.53
O -2.97 1.48 1.12
H -4.02 1.99 -0.57
H -4.23 3.13 0.66
H -5.01 1.62 0.93
H -2.12 1.23 0.56
C 2.94 -0.18 2.65
O 1.80 -0.42 1.87
H 2.98 0.69 3.32
H 3.98 0.18 2.10
H 3.35 -0.85 3.39
H 1.15 0.09 2.15
C -4.67 -0.30 -3.60
O -5.20 0.14 -2.27
H -3.48 0.05 -3.72
H -5.33 0.37 -4.31
H -4.58 -1.29 -3.67
H -5.54 1.06 -2.18
C 4.16 -2.34 -0.18
O 2.81 -2.17 -0.56
H 4.97 -2.14 -0.83
H 4.36 -3.50 0.07
H 4.48 -1.57 0.68
H 2.75 -1.93 -1.43
C 1.67 -4.70 -1.90
C 1.50 -5.72 -0.91
C 0.35 -5.79 -0.08
C -0.65 -4.84 -0.20
C -0.51 -3.92 -1.22
C 0.62 -3.82 -2.05
O 0.75 -2.86 -3.04
O 0.19 -6.85 0.72
H 2.52 -4.60 -2.56
H 2.37 -6.46 -0.79
H -1.58 -4.93 0.44
H -1.50 -3.31 -1.54
H 0.62 -2.00 -2.43
H 0.89 -7.25 1.04
C -1.54 -1.88 3.59
C -1.22 -2.16 4.97
C -1.21 -3.47 5.53
C -1.95 -4.42 4.75
C -2.52 -4.21 3.49
C -2.26 -2.94 2.89
O -2.51 -2.66 1.63
O -0.69 -3.71 6.78
H -1.26 -0.88 3.16
H -0.65 -1.45 5.37
H -1.97 -5.43 5.28
H -3.07 -5.01 2.82
H -1.78 -2.30 1.12
H -0.23 -3.03 7.00
C -1.12 1.83 -4.87
C -1.05 1.95 -3.45
C -1.89 2.77 -2.72
C -2.89 3.42 -3.43
C -3.06 3.26 -4.84
C -2.12 2.51 -5.57
O -2.12 2.55 -6.88
O -1.69 2.97 -1.37
H -0.24 1.18 -5.21
H -0.25 1.57 -3.03
H -3.55 4.09 -3.16
H -3.74 3.86 -5.16
H -1.20 2.35 -7.15
H -1.52 2.01 -1.06
C 1.08 3.43 1.54
C 1.60 4.67 1.96
C 1.75 4.90 3.41
C 1.18 3.96 4.30
C 0.47 2.77 3.85
C 0.53 2.50 2.46
O -0.32 1.45 2.01
O 2.52 5.83 3.83
H 1.10 3.06 0.51
H 2.06 5.35 1.42
H 1.15 3.93 5.37
H 0.08 2.11 4.66
H -0.64 1.41 1.08
H 2.33 5.98 4.75
C 2.42 2.55 -2.41
C 3.03 3.57 -1.72
C 3.87 3.31 -0.64
C 4.42 2.01 -0.49
C 3.89 0.87 -1.30
C 2.84 1.26 -2.19
O 2.33 0.18 -2.91
O 4.42 4.34 0.13
H 1.54 2.86 -3.11
H 2.61 4.57 -1.86
H 5.29 1.90 0.18
H 3.98 -0.10 -1.16
H 1.59 -0.29 -2.55
H 3.72 4.74 0.57
*
```

**Lowest unoccupied orbital energy**: -0.020 Ha
**E**: -3090.4782 Eh
**Strongest force on any atom**: 0.18779 Eh/bohr
**HOMO**: -7.56 eV
**Orbital gap**: 7.0213 eV


Look up the strongest force on any atom of the second one.
0.07086 Eh/bohr